{
  "formula": "C34H79F3Li2N4O6",
  "method": "the ωB97M-V functional and the def2-TZVPD basis",
  "elements": ["Li", "Li", "O", "H", "O", "H", "C", "C", "N", "C", "C", "C", "C", "H", "H", "H", "H", "H", "H", "H", "H", "H", "H", "H", "H", "H", "H", "H", "C", "C", "N", "C", "C", "C", "C", "H", "H", "H", "H", "H", "H", "H", "H", "H", "H", "H", "H", "H", "H", "H", "C", "C", "N", "C", "C", "C", "C", "H", "H", "H", "H", "H", "H", "H", "H", "H", "H", "H", "H", "H", "H", "H", "C", "C", "N", "C", "C", "C", "C", "H", "H", "H", "H", "H", "H", "H", "H", "H", "H", "H", "H", "H", "H", "H", "C", "C", "O", "C", "O", "C", "F", "F", "F", "H", "H", "H", "H", "H", "C", "C", "O", "C", "H", "H", "H", "H", "H", "H", "C", "C", "O", "C", "H", "H", "H", "H", "H", "H"],
  "coordinates": [[-0.6115, 1.5403, 0.4226], [-0.9547, -0.8965, -0.6491], [-0.2922, -0.3547, 1.0998], [-0.0526, -0.3185, 2.0463], [-1.1457, 0.9418, -1.3386], [-1.3170, 1.0559, -2.2937], [1.0364, -3.5751, 2.7927], [0.1135, -4.7585, 3.1577], [0.7421, -5.6318, 4.1234], [-0.2818, -6.5185, 4.7114], [-1.1906, -5.7261, 5.6628], [1.7444, -6.4546, 3.3922], [2.3767, -7.4861, 4.2406], [1.3811, -3.0513, 3.6843], [0.5759, -2.7580, 2.2373], [1.9780, -3.7648, 2.2774], [-0.7987, -4.3594, 3.6013], [-0.2068, -5.2707, 2.2504], [-0.8590, -7.0326, 3.9428], [0.1072, -7.3258, 5.3319], [-1.9979, -5.0565, 5.3662], [-1.6407, -6.3001, 6.4728], [-0.5276, -5.0514, 6.2044], [2.5627, -5.8832, 2.9539], [1.3525, -6.9024, 2.4790], [2.0006, -8.4762, 3.9831], [2.1461, -7.2866, 5.2870], [3.4638, -7.4777, 4.1626], [1.0279, -2.6435, -1.3293], [-0.2967, -3.3486, -1.2197], [-1.4901, -2.5538, -1.6402], [-2.7813, -3.0605, -1.2515], [-2.9712, -3.3141, 0.2917], [-1.4834, -2.3770, -3.1246], [-2.2331, -1.0757, -3.5398], [1.7550, -3.4341, -1.1439], [1.1404, -1.8371, -0.6046], [1.3118, -2.1688, -2.2686], [-0.2739, -4.2163, -1.8790], [-0.4624, -3.7555, -0.2222], [-3.5697, -2.3755, -1.5636], [-3.1822, -3.8894, -1.8348], [-3.9754, -3.6603, 0.5362], [-2.3004, -3.9895, 0.8227], [-2.9149, -2.4140, 0.9040], [-1.7900, -3.2282, -3.7325], [-0.4947, -2.3345, -3.5816], [-2.5553, -1.1467, -4.5787], [-1.5564, -0.2214, -3.5526], [-3.0557, -0.7250, -2.9165], [1.3767, 3.6197, 3.6609], [0.6488, 2.6812, 2.6582], [0.2075, 3.2515, 1.3983], [1.4655, 3.7817, 0.7000], [1.3026, 4.0174, -0.7565], [-0.7908, 4.2646, 1.4962], [-2.2001, 3.7111, 1.7976], [1.7064, 3.0927, 4.5563], [0.8004, 4.5144, 3.8965], [2.3013, 4.0374, 3.2625], [1.2063, 1.7700, 2.4414], [-0.1988, 2.3249, 3.2437], [2.2927, 3.0719, 0.7151], [1.9932, 4.6421, 1.1115], [0.5732, 3.4094, -1.2917], [2.2483, 3.8897, -1.2831], [1.0455, 5.0275, -1.0754], [-0.5098, 5.0933, 2.1462], [-0.8729, 4.8409, 0.5746], [-2.2525, 3.0509, 2.6633], [-3.0080, 4.4290, 1.9391], [-2.4765, 3.1398, 0.9115], [5.9649, 2.6420, -0.8244], [5.6267, 2.3044, 0.7069], [5.9578, 0.9114, 1.0870], [6.0107, 0.6260, 2.4855], [7.1546, 1.3833, 3.3298], [5.4456, -0.1417, 0.2898], [3.9538, -0.3896, 0.4491], [5.7382, 3.7035, -0.9237], [5.3474, 2.1048, -1.5442], [6.9771, 2.4309, -1.1692], [6.0374, 3.0397, 1.3988], [4.5443, 2.4209, 0.6523], [5.0453, 0.8663, 2.9309], [6.2813, -0.4297, 2.4646], [7.3738, 0.8445, 4.2516], [8.0832, 1.3148, 2.7633], [6.9076, 2.3966, 3.6467], [6.0670, -1.0300, 0.4028], [5.5798, 0.0965, -0.7653], [3.7103, -0.5987, 1.4908], [3.6485, -1.2877, -0.0879], [3.3121, 0.4537, 0.1937], [-2.3840, 3.8105, -3.2963], [-3.6822, 3.1418, -2.8433], [-4.8455, 3.7147, -3.5109], [-5.7343, 2.9765, -4.1467], [-5.6325, 1.7467, -4.2379], [-6.7874, 3.7351, -4.9683], [-6.9114, 4.8502, -4.4053], [-6.3177, 3.8672, -6.1863], [-7.8780, 3.1119, -4.9249], [-2.3375, 4.8974, -3.2277], [-2.1576, 3.5562, -4.3317], [-1.5583, 3.4809, -2.6656], [-3.6771, 3.5474, -1.8316], [-3.5524, 2.0651, -2.9524], [-7.1168, 0.4033, -1.3638], [-6.2716, 0.6682, -0.1450], [-6.0759, -0.1753, 0.7241], [-5.5006, 1.9525, -0.0881], [-7.0300, 1.1069, -2.1917], [-8.1404, 0.3564, -0.9921], [-6.8750, -0.6197, -1.6522], [-5.9800, 2.7994, 0.4028], [-5.1751, 2.2058, -1.0970], [-4.6175, 1.7426, 0.5154], [2.3457, 2.1445, -5.9645], [1.9859, 1.2530, -4.8578], [2.5272, 0.1172, -4.8043], [0.9439, 1.7366, -3.8442], [2.6996, 1.5044, -6.7726], [3.1633, 2.7415, -5.5604], [1.4042, 2.6197, -6.2397], [0.6455, 0.9250, -3.1805], [0.0185, 2.0905, -4.2986], [1.3259, 2.5512, -3.2290]],
  "orbital_gap_ev": 8.06,
  "e_above_lowest_kcal_mol": 47.92,
  "fmax_ha_per_bohr": 0.1005
}